1.
{
  "formula": "C4H13NO3P",
  "method": "ωB97M-V/def2-TZVPD",
  "total_charge": 1,
  "total_energy_ev": -21273.11450,
  "lumo_ev": -4.7,
  "e_above_lowest_kcal_mol": 31.2,
  "e_homo_ha": -0.4827,
  "species": ["P", "O", "O", "O", "N", "C", "C", "C", "C", "H", "H", "H", "H", "H", "H", "H", "H", "H", "H", "H", "H", "H"],
  "positions_angstrom": [[-0.55475, -0.47462, 0.28799], [-0.55502, -1.93739, 0.91165], [-1.68856, 0.32933, 1.29593], [-1.60352, -0.64687, -0.93138], [2.56557, -1.06868, 0.93486], [-1.56000, 1.71970, 1.69841], [2.38765, -0.16781, -1.30280], [2.07277, -1.14721, -0.26630], [-2.84558, -0.08618, -1.32731], [1.49420, -0.08637, -2.09687], [1.76800, -2.17858, -0.63574], [-2.26187, 1.97938, 2.52576], [3.22789, -0.42221, -1.95568], [3.00264, -0.16355, 1.14094], [-3.69573, -0.52530, -0.77613], [-0.57724, 1.81067, 2.01445], [-2.86086, -0.34954, -2.40402], [-1.31477, -2.08306, 1.49420], [-2.63972, 0.91776, -1.17517], [-1.85161, 2.50210, 0.90761], [2.50184, -1.74765, 1.70191], [2.67831, 0.90303, -0.82779]],
  "forces_ev_per_a": [[-3.619, 1.814, -0.434], [0.135, -0.235, 0.898], [1.023, -0.268, -0.451], [2.322, -1.603, 0.353], [0.315, 0.984, -0.152], [-2.235, 0.538, -0.953], [-1.310, 3.498, -1.123], [0.879, -2.518, -0.371], [0.362, -1.775, -0.725], [1.820, 0.054, 2.066], [-0.251, 1.428, 0.842], [0.562, -0.861, -0.431], [0.139, -0.566, 0.428], [-0.176, -0.564, 0.357], [0.436, 0.459, -0.234], [1.833, 0.909, 0.677], [-0.602, 0.435, 0.636], [-0.171, -0.303, -0.029], [-1.010, 2.274, 0.038], [0.715, -1.483, 0.617], [-0.199, 0.181, -0.807], [-0.968, -2.398, -1.202]],
  "mulliken_charge": [0.65, -0.50, -0.38, -0.35, -0.25, -0.66, -0.98, 0.19, -0.52, 0.27, 0.36, 0.25, 0.37, 0.24, 0.23, 0.34, 0.24, 0.34, 0.29, 0.25, 0.30, 0.33]
}

=====

2.
{
  "formula": "C6H9NO",
  "method": "ωB97M-V/def2-TZVPD",
  "smiles": "C#C[C@@]1(N)[C@@H](C)[C@@H]1O",
  "total_energy_ev": -9897.26126,
  "lumo_ev": 0.6,
  "e_above_lowest_kcal_mol": 192.4,
  "e_homo_ha": -0.3014,
  "species": ["O", "N", "C", "C", "C", "C", "C", "C", "H", "H", "H", "H", "H", "H", "H", "H", "H"],
  "positions_angstrom": [[-2.10976, -0.13137, -0.97651], [-0.40756, 1.94466, -1.26702], [1.08249, 1.14966, 2.01422], [-0.15835, 0.94919, -0.37689], [0.13224, -0.71276, -0.65431], [0.59020, 1.31343, 0.84586], [-1.02162, -0.20668, -0.00477], [1.08169, -1.55959, 0.17624], [2.09533, -1.03478, 0.50493], [0.65064, -1.29151, 1.25461], [-0.13170, -1.49300, -1.69742], [-1.07614, -0.22858, 1.26469], [-0.92659, 1.60675, -2.08193], [-2.28426, -1.15430, -1.22900], [1.98663, 0.79097, 2.92340], [-0.59257, 2.69177, -0.59961], [1.08936, -2.63388, -0.09647]],
  "forces_ev_per_a": [[-0.643, -4.219, 1.059], [0.698, 0.457, -0.707], [1.406, -0.627, -2.056], [2.531, -3.540, 2.389], [1.576, -2.940, -3.109], [2.415, -1.210, 4.372], [-3.366, 1.852, 1.739], [0.794, 2.869, 3.945], [-1.400, -1.438, -1.780], [0.577, -1.856, -1.731], [0.705, 3.299, 2.570], [-0.931, -0.722, -3.596], [-0.435, 1.135, 0.849], [0.388, 3.613, 0.789], [-3.601, 1.686, -3.385], [-1.004, 0.767, -1.727], [0.290, 0.876, 0.380]],
  "mulliken_charge": [-0.54, -0.61, -0.32, 0.75, -0.27, -0.39, -0.10, -0.98, 0.25, 0.15, 0.31, 0.22, 0.26, 0.35, 0.29, 0.28, 0.35]
}

=====

3.
{
  "formula": "C56H45N5O10P2S",
  "method": "ωB97M-V/def2-TZVPD",
  "smiles": "[H]/N=C(\\N)NCCCCc1c(COO)c2c(c([PH2]=S)c1[PH2]=N)C(=O)NC2=O.O=C1c2ccccc2C(=O)c2ccccc21.O=C1c2ccccc2C(=O)c2ccccc21.O=C1c2ccccc2C(=O)c2ccccc21",
  "total_energy_ev": -116124.00033,
  "lumo_ev": -2.3,
  "e_above_lowest_kcal_mol": 321.8,
  "e_homo_ha": -0.3199,
  "species": ["S", "P", "P", "O", "O", "O", "O", "O", "O", "O", "O", "O", "O", "N", "N", "N", "N", "N", "C", "C", "C", "C", "C", "C", "C", "C", "C", "C", "C", "C", "C", "C", "C", "C", "C", "C", "C", "C", "C", "C", "C", "C", "C", "C", "C", "C", "C", "C", "C", "C", "C", "C", "C", "C", "C", "C", "C", "C", "C", "C", "C", "C", "C", "C", "C", "C", "C", "C", "C", "C", "C", "C", "C", "C", "H", "H", "H", "H", "H", "H", "H", "H", "H", "H", "H", "H", "H", "H", "H", "H", "H", "H", "H", "H", "H", "H", "H", "H", "H", "H", "H", "H", "H", "H", "H", "H", "H", "H", "H", "H", "H", "H", "H", "H", "H", "H", "H", "H", "H"],
  "positions_angstrom": [[5.75150, -1.40838, -1.56776], [4.72304, -1.38754, -3.25006], [1.32199, -0.80726, -2.26456], [-8.72833, 6.04016, -1.22255], [-0.62833, 3.70354, 0.56055], [6.21446, -2.08710, 5.30111], [0.55829, -6.60317, -0.85443], [3.57014, -6.01579, 2.83509], [6.64481, -4.18574, -4.16960], [-4.63232, 8.29726, 1.35359], [3.69682, -8.14264, -3.87821], [3.46768, 5.96064, 3.13669], [-0.24945, -6.91528, -1.83862], [-5.75567, -5.98887, -3.12726], [1.58889, -0.71609, -0.63818], [5.18397, -6.25685, -4.48023], [-4.07968, -4.07633, -2.69103], [-3.79527, -6.47470, -1.70035], [-6.40068, 6.14926, -0.92994], [1.69932, 3.81264, 0.85316], [4.79746, -6.63767, 5.26978], [5.46290, -6.88925, 6.47153], [1.32535, -5.41994, -3.15067], [3.85953, -6.81956, -3.95711], [-3.97223, -3.72711, -4.15942], [5.46969, -4.81381, -4.07771], [-8.02148, 7.66674, 0.31652], [3.24645, 2.41813, -0.38274], [4.83191, -2.71228, 3.50921], [-7.19070, 9.25685, 1.94142], [-1.22642, 5.78515, 2.32972], [5.58236, -2.98202, 4.75179], [-1.50059, -2.67755, -3.50589], [-0.39227, 7.36772, 3.95584], [-1.45845, 6.80615, 3.25386], [-2.40161, -3.43425, -4.64757], [6.23442, -4.59957, 6.52535], [-4.01747, 6.37788, -0.58235], [-4.85355, 4.75475, -2.16584], [1.93751, 2.80011, -0.08533], [4.15353, -5.10845, 3.41527], [0.40773, -6.77789, -3.14773], [3.45582, -2.18834, 1.13405], [-7.78693, 6.57715, -0.65191], [-9.55845, 9.14277, 1.47076], [2.91059, -5.55102, -3.54001], [1.14580, 5.90596, 2.78716], [-3.78159, 5.38114, -1.53058], [-5.57040, 7.80103, 0.74044], [-9.32642, 8.12177, 0.54662], [4.79612, -1.41262, 2.98954], [4.10313, -1.15195, 1.80629], [1.83163, -2.60382, -2.75487], [4.84826, -5.36178, 4.69326], [0.76812, -3.89471, -2.75869], [-8.49227, 9.70434, 2.17274], [2.77013, 4.42174, 1.50623], [3.98286, -4.31347, -3.59878], [-6.95420, 8.24258, 1.00406], [3.48398, -3.48343, 1.65331], [-0.84199, -3.66022, -2.37239], [-5.32987, 6.75836, -0.27687], [0.07852, 5.33013, 2.09962], [5.55548, -4.34128, 5.32716], [4.08253, 4.04126, 1.20074], [3.43272, -2.79454, -3.18374], [0.90930, 6.92024, 3.72452], [2.52960, 5.46441, 2.52354], [0.31307, 4.24053, 1.13119], [4.16411, -3.74369, 2.85013], [4.31841, 3.04452, 0.25252], [6.18675, -5.87299, 7.09453], [-4.60718, -5.48756, -2.55336], [-6.16249, 5.13673, -1.86842], [-1.45499, -4.65636, -2.34189], [1.10595, 2.31058, -0.58920], [0.66624, -0.50808, -0.14992], [-0.32249, -6.87731, -4.06576], [2.05886, 0.20965, -2.98050], [4.92414, 4.52224, 1.69646], [5.41780, -7.87930, 6.92013], [3.42991, 1.63491, -1.11502], [-3.17586, 6.85886, -0.08664], [-3.77834, -6.12219, -0.70793], [-2.83595, -6.53006, -2.10771], [-10.16477, 7.68648, 0.00506], [5.33898, 2.75560, 0.01139], [1.16561, -7.69391, -3.23368], [-0.57351, 8.15805, 4.68106], [-2.06477, 5.34986, 1.78815], [-8.67351, 10.49467, 2.89796], [2.92346, -1.98700, 0.20702], [4.17891, -0.06295, -3.40677], [-0.92249, -3.17836, -1.28556], [-4.67009, 3.97153, -2.89811], [-10.57193, 9.49817, 1.64405], [-5.87422, -7.00326, -2.90217], [-4.35897, -4.58472, -4.88854], [-2.47193, 7.16155, 3.42715], [-2.12248, -1.81275, -2.96842], [-6.99405, 4.64720, -2.37230], [5.99757, -6.91430, -4.49185], [-1.87308, -4.38402, -5.08517], [-4.57771, -2.73807, -4.35708], [6.71120, -6.07058, 8.02691], [-2.51430, -2.67128, -5.55884], [4.07048, -0.14019, 1.40824], [4.23718, -7.43751, 4.78817], [5.30349, -0.59955, 3.50615], [-6.36279, 9.70340, 2.48965], [2.97178, -4.28633, 1.12601], [0.10418, -5.80237, -0.42039], [1.73721, 7.36678, 4.27275], [5.67352, -1.56267, -4.35673], [-2.76102, 5.09222, -1.77171], [-0.61786, -2.11772, -4.06668], [-4.67959, -3.37340, -2.18315], [6.79750, -3.80985, 7.01999], [-0.07771, -0.52278, -2.44878]],
  "forces_ev_per_a": [[-0.557, 0.064, -0.617], [1.483, -0.608, 1.532], [-0.189, -0.907, 4.156], [0.552, 0.320, 0.340], [0.399, 0.259, 0.211], [-0.337, -0.562, -0.239], [1.922, 2.559, 4.046], [0.293, 0.406, 0.353], [-7.688, -3.936, 0.578], [-0.528, -0.310, -0.317], [0.583, 8.336, -0.508], [-0.607, -0.305, -0.399], [-3.396, -0.983, -5.164], [4.755, 2.526, 2.096], [-1.867, 0.584, -2.068], [-1.041, 1.605, 2.268], [-1.475, -1.668, -1.005], [-0.638, 2.108, -0.815], [0.392, -0.376, -0.317], [0.366, -0.390, -0.335], [0.171, -0.068, 0.313], [-0.145, 0.177, -0.339], [2.763, 3.052, -0.320], [0.598, -4.307, 0.144], [0.695, 0.660, -1.590], [2.566, 0.725, -0.569], [-0.426, 0.432, 0.308], [-0.296, 0.216, 0.108], [-0.149, 0.315, -0.311], [-0.300, 0.103, 0.041], [-0.046, 0.260, 0.230], [0.667, 1.204, 0.465], [0.187, 0.702, -0.333], [0.303, -0.210, -0.151], [0.117, -0.266, -0.206], [-0.543, 1.088, -0.126], [-0.031, -0.306, 0.128], [0.075, -0.238, -0.219], [-0.297, 0.199, 0.165], [0.317, -0.010, -0.072], [-0.678, -0.848, -0.787], [2.453, -0.209, -0.046], [0.159, -0.582, 0.094], [-1.111, -0.663, -0.698], [0.182, -0.287, -0.230], [0.689, 2.869, 0.289], [-0.392, 0.396, 0.335], [-0.137, 0.227, 0.218], [1.117, 0.594, 0.711], [-0.068, 0.248, 0.224], [-0.189, 0.138, -0.322], [0.162, -0.227, 0.401], [1.772, -3.435, -2.220], [0.176, -0.443, 0.550], [2.864, -0.935, -0.576], [0.297, -0.188, -0.135], [0.413, -0.345, -0.336], [-3.960, 0.823, 1.232], [-0.399, 0.395, 0.329], [0.080, 0.394, 0.051], [0.714, 0.228, -0.161], [0.388, -0.356, -0.350], [-0.435, 0.408, 0.279], [0.194, -0.459, 0.508], [0.051, -0.223, -0.193], [-2.681, -3.681, -1.032], [-0.293, 0.103, 0.033], [1.195, 0.616, 0.769], [-0.947, -0.587, -0.598], [-0.193, 0.258, -0.395], [-0.168, 0.224, 0.194], [-0.056, 0.292, -0.233], [-3.235, -2.948, -0.313], [0.295, -0.076, -0.066], [1.530, 1.786, -0.105], [0.118, 0.196, 0.240], [1.537, -0.279, -0.824], [1.029, 0.528, 2.289], [-0.410, -1.085, -0.204], [-0.332, -0.036, -0.013], [0.000, 0.178, -0.105], [-0.039, 0.057, 0.211], [-0.307, -0.024, -0.026], [0.383, -0.387, -1.491], [-0.834, 0.224, 0.900], [0.333, -0.015, 0.063], [-0.185, 0.035, 0.061], [-1.395, 2.073, 0.034], [0.050, -0.152, -0.140], [0.303, -0.018, 0.075], [0.055, -0.151, -0.137], [0.218, -0.014, 0.409], [-0.285, -1.035, -0.528], [0.370, -0.946, -2.390], [-0.054, 0.148, 0.134], [0.189, -0.088, -0.046], [0.648, 1.120, 0.086], [0.477, 1.931, 1.883], [0.177, -0.071, -0.089], [1.116, -2.005, -1.206], [0.085, 0.242, 0.210], [-1.136, 0.791, 0.041], [-0.945, 1.689, 1.104], [1.158, -2.022, 0.269], [-0.092, 0.055, -0.174], [0.343, -1.699, 1.893], [-0.010, -0.182, 0.015], [0.111, 0.319, -0.029], [-0.048, -0.325, -0.002], [-0.093, -0.215, -0.239], [0.180, 0.064, 0.232], [1.126, -1.496, -0.802], [-0.087, -0.223, -0.240], [-1.507, -0.102, 0.422], [-0.177, 0.051, 0.104], [-1.845, -1.234, 1.117], [0.656, -1.376, -0.846], [-0.202, -0.074, -0.262], [0.881, -0.402, -0.882]],
  "mulliken_charge": [-0.35, 0.13, 0.15, -0.68, -0.71, -0.69, -0.22, -0.70, -0.54, -0.68, -0.56, -0.68, -0.28, -0.61, -0.58, -0.18, -0.21, -0.56, 0.23, 0.06, -0.50, -0.46, 0.80, 0.17, -0.60, 0.29, 0.18, 0.01, 0.37, -0.53, -0.65, 0.64, -0.61, -0.53, -0.50, -0.59, -0.55, -0.54, -0.52, -0.40, 0.49, -0.35, 0.25, 0.57, -0.47, -0.68, 0.21, -0.49, 0.49, -0.54, -0.92, -0.61, 0.48, 0.15, 0.09, -0.47, 0.17, -0.01, 0.22, -1.08, 0.14, 0.27, 0.27, 0.12, -0.64, -0.39, -0.56, 0.63, 0.48, 0.36, -0.58, -0.45, 0.24, -0.59, -0.38, 0.49, 0.21, 0.23, 0.15, 0.45, 0.39, 0.17, 0.59, 0.29, 0.20, 0.45, 0.45, 0.36, 0.40, 0.62, 0.39, 0.37, 0.10, 0.32, 0.40, 0.39, 0.31, 0.30, 0.41, 0.29, 0.46, 0.33, 0.22, 0.28, 0.39, 0.31, 0.47, 0.45, 0.44, 0.45, 0.71, 0.33, 0.46, 0.17, 0.41, 0.35, 0.30, 0.45, 0.06]
}

=====

4.
{
  "formula": "C3H5I",
  "method": "ωB97M-V/def2-TZVPD",
  "smiles": "C#CC.I",
  "total_energy_ev": -11290.00713,
  "lumo_ev": 0.8,
  "e_above_lowest_kcal_mol": 46.6,
  "e_homo_ha": -0.3674,
  "species": ["I", "C", "C", "C", "H", "H", "H", "H", "H"],
  "positions_angstrom": [[2.56357, -2.06540, 0.40170], [0.36386, 1.75034, -0.10720], [-0.30277, 0.76417, -0.06587], [-1.24459, -0.33902, -0.30247], [0.99442, 2.59280, 0.06372], [2.08605, -0.84310, 1.10897], [-0.54706, -1.08037, -0.63599], [-1.92612, -0.66363, 0.66272], [-1.98738, -0.11580, -1.12557]],
  "forces_ev_per_a": [[0.978, -2.525, -1.452], [0.964, 0.830, 0.681], [-1.858, -0.224, -0.354], [-1.828, 0.121, 1.500], [-0.036, -0.056, -0.245], [-1.003, 2.550, 1.433], [-0.352, -1.365, -0.082], [2.131, 0.727, -2.351], [1.002, -0.058, 0.869]],
  "mulliken_charge": [-0.07, 0.03, -0.35, -0.79, 0.42, 0.07, 0.21, 0.22, 0.26]
}